1.
The following is a quantum chemistry calculation of a molecular structure, C12H29N4O9PSn in a non-equilibrium geometry, from the OMol25 dataset.

XYZ file:
```
56
Properties=species:S:1:pos:R:3
Sn 0.202 -0.640 -0.324
P -1.222 0.268 1.149
O -0.948 1.830 1.077
O -1.122 -0.115 2.684
O 1.245 -1.399 -3.460
O 0.872 -3.253 1.267
O -2.643 -0.103 0.571
O -2.162 -1.740 -1.994
O 2.065 1.949 0.881
O 0.599 2.628 -1.001
O 0.340 -2.407 -1.388
N 0.126 1.473 -1.359
N 1.892 0.614 0.853
N 1.236 -1.906 1.124
N -1.440 -0.734 -1.800
C -1.657 -1.369 3.182
C -1.515 0.321 -2.651
C -0.852 2.724 2.195
C -1.021 2.795 -3.072
C -0.768 1.498 -2.384
C -2.392 0.044 -3.804
C 2.574 -2.349 3.064
C 2.068 -1.426 2.031
C 3.276 0.697 2.875
C -3.848 0.572 0.853
C 2.438 -0.717 -3.226
C 2.414 -0.034 1.903
H 4.281 0.255 2.919
H -0.967 3.730 1.757
H 0.746 -1.895 -2.581
H 2.913 -3.290 2.623
H 0.380 -3.440 0.448
H 1.126 -1.826 -4.293
H 1.456 2.282 0.056
H 1.819 -2.546 3.837
H -3.693 1.652 0.818
H 2.869 0.647 3.897
H -2.695 0.970 -4.305
H 0.138 2.640 2.686
H -1.345 3.558 -2.347
H -0.103 3.145 -3.562
H 1.150 -2.879 -1.053
H 3.362 1.753 2.589
H -1.855 -0.613 -4.513
H -1.668 2.537 2.919
H -4.532 0.269 0.063
H -2.720 -1.231 3.442
H -3.264 -0.504 -3.424
H 2.519 0.055 -3.957
H 2.266 -0.286 -2.231
H -1.793 2.647 -3.836
H -1.543 -2.194 2.455
H -4.226 0.257 1.826
H 3.272 -1.433 -3.137
H 3.419 -1.886 3.580
H -1.067 -1.595 4.080
```

DFT total energy ... -1926.08759 Ha
Energy above the lowest of the compared OMol25 structures with the same formula, charge and spin ... 227.3 kJ/mol
Gap between HOMO and LUMO (alpha / beta) ... 5.1 / 4.8 eV

2.
The following is a quantum chemistry calculation of a single C6H9NO molecule in a non-equilibrium geometry, from the OMol25 dataset.

XYZ file:
```
17
Properties=species:S:1:pos:R:3
O -2.215 -1.134 -0.436
N 1.985 0.046 -0.444
C 0.822 0.665 0.084
C -1.373 -0.218 0.241
C 1.490 -1.317 0.084
C -0.125 1.747 -0.194
C -1.353 1.221 -0.002
C 0.094 -0.607 -0.287
H 1.696 -2.236 -0.371
H 2.782 0.727 -0.273
H 1.709 -1.351 1.157
H -0.005 2.824 -0.447
H -1.369 -0.637 1.195
H 0.869 0.624 1.159
H -2.903 -1.491 0.211
H -2.220 1.814 -0.296
H 0.117 -0.676 -1.380
```

DFT total energy ... -363.84431 Ha
SMILES ... O[C@@H]1C=C[C@@H]2NC[C@@H]12
Energy above the lowest of the compared OMol25 structures with the same formula, charge and spin ... 472.4 kJ/mol
Gap between HOMO and LUMO ... 9.5 eV

3.
The following is a quantum chemistry calculation of 7 unconnected molecules or ions with the total composition C28H55B2N7O4PS in a non-equilibrium geometry, from the OMol25 dataset.

XYZ file:
```
98
Properties=species:S:1:pos:R:3
S 1.112 3.607 -0.466
P -0.464 4.091 -1.498
O -3.992 3.134 0.458
O -2.810 4.529 -2.904
O -1.158 4.993 3.108
O -4.179 5.723 -1.123
N 1.529 0.310 2.245
N 1.918 -4.624 -3.434
N -1.931 4.421 -0.474
N 0.155 -8.123 1.598
N 4.382 4.008 0.440
N -3.272 -2.190 -0.710
N -7.291 3.396 -2.315
C 3.604 -2.764 -0.856
C -2.760 0.448 0.614
C -2.054 5.122 2.091
C 5.324 4.844 0.385
C 2.422 1.180 2.436
C -1.718 1.738 0.392
C 3.499 2.228 2.666
C -6.944 2.219 -2.024
C 3.482 -4.021 -0.001
C -6.396 -0.031 -2.951
C -2.558 -5.667 0.705
C 7.015 6.099 1.721
C -3.753 -3.617 1.628
C 6.459 5.853 0.317
C 0.149 -7.802 0.378
C 5.972 6.661 2.682
C 2.627 -7.926 -1.309
C -7.704 -0.129 -3.730
C 2.117 -3.659 -2.647
C 5.309 0.441 2.788
C 1.223 -8.200 -1.838
C -1.620 5.502 0.537
C 4.835 1.726 2.115
C 0.142 -7.415 -1.092
C -3.490 -2.837 0.350
C -6.526 0.800 -1.673
C -2.646 -4.651 1.840
C 2.356 -2.495 -1.700
B -2.991 4.926 -1.484
B -2.524 3.145 0.121
H 3.785 -1.905 -0.201
H -4.120 2.957 1.436
H 5.595 2.502 2.257
H -7.271 0.360 -1.002
H -6.062 -1.041 -2.688
H -3.165 3.575 -2.997
H -2.310 -5.188 -0.247
H 4.612 -0.385 2.617
H 6.087 6.786 -0.118
H -1.678 -4.145 1.939
H 7.247 5.464 -0.336
H 1.186 -7.938 -2.901
H -4.730 -4.108 1.556
H 2.623 -3.953 0.676
H 6.421 6.848 3.663
H 4.750 1.551 1.036
H -1.067 1.426 -0.559
H 3.578 2.434 3.739
H 0.318 -6.338 -1.181
H -0.461 5.782 0.600
H 3.210 3.156 2.163
H -7.571 -0.755 -4.619
H 4.384 -4.157 0.605
H 2.733 -8.236 -0.264
H -3.679 0.516 -0.143
H -0.933 1.823 1.279
H -3.201 4.995 2.397
H 5.419 0.582 3.869
H 2.488 -1.578 -2.283
H -0.843 -7.635 -1.517
H 1.019 -9.275 -1.764
H -3.784 -2.922 2.474
H 7.410 5.163 2.134
H -8.495 -0.573 -3.115
H 6.279 0.136 2.384
H -1.774 -6.402 0.913
H 1.478 -2.366 -1.058
H 4.480 -2.862 -1.509
H -2.160 6.542 0.311
H 2.872 -6.860 -1.379
H -5.627 0.404 -3.601
H 7.854 6.801 1.656
H -3.506 -6.204 0.585
H -2.829 -5.184 2.780
H 5.143 5.962 2.833
H -8.044 0.853 -4.074
H -4.982 5.371 -1.641
H 5.564 7.607 2.309
H -0.759 2.948 -2.369
H -3.104 0.348 1.729
H 3.367 -8.485 -1.889
H -2.147 -0.520 0.303
H 3.366 -4.919 -0.616
H -5.567 0.829 -1.144
H -0.245 5.215 -2.418
```

DFT total energy ... -2572.95707 Ha
Total charge ... +1
Gap between HOMO and LUMO ... 8.0 eV

4.
The following is a quantum chemistry calculation of a molecular structure, C18H38BFNNbO16PS3 in a non-equilibrium geometry, from the OMol25 dataset.

XYZ file:
```
80
Properties=species:S:1:pos:R:3
Nb 1.357 2.517 -0.536
S -1.385 -8.965 3.116
S 0.437 3.214 -2.875
S -4.282 -3.976 -0.864
P -0.224 4.066 0.681
F -0.720 2.162 -3.465
O -5.351 -5.127 -1.207
O -0.267 -9.700 2.651
O -3.972 -3.529 -2.370
O 2.501 -0.896 -0.653
O -0.910 -7.500 3.553
O -0.022 4.577 -2.994
O -1.393 -0.910 -1.710
O 0.067 0.896 -0.449
O 1.550 3.003 -3.768
O -2.244 -9.471 4.124
O 4.801 2.105 -2.019
O -4.950 -2.914 -0.212
O -2.266 -8.533 1.851
O -3.130 -4.594 -0.318
O 1.167 2.976 3.348
O 2.558 5.471 -1.430
N 2.733 1.259 -1.540
C 2.335 -0.111 -1.572
C -2.512 -7.117 1.900
C 4.834 0.750 -0.109
C 4.021 5.430 1.414
C -2.366 -0.968 0.490
C 2.180 1.881 1.481
C 0.546 5.567 1.417
C 4.123 1.433 -1.259
C 1.096 1.924 2.527
C -2.093 -0.131 -0.748
C -5.784 -4.985 -2.565
C -1.307 1.174 -0.394
C 1.695 -0.615 -2.852
C -4.571 -4.445 -3.292
C -1.614 4.737 -0.326
C 1.626 1.637 4.076
C 4.167 4.453 0.220
C -1.272 -6.541 2.544
B 2.809 4.348 -0.633
H 2.568 1.237 3.608
H 5.001 5.668 1.831
H -3.850 -5.237 -3.506
H -4.832 -3.934 -4.214
H -0.252 6.115 1.932
H -3.171 -0.511 1.066
H -1.818 -0.735 -2.551
H 2.515 0.845 1.476
H -1.450 -5.568 2.993
H 1.044 0.147 -3.276
H 0.935 6.260 0.671
H 3.506 4.891 2.214
H 0.136 1.505 2.271
H -1.644 1.922 -1.117
H 4.581 -0.303 -0.005
H 4.506 3.501 0.623
H 1.276 5.322 2.181
H -2.704 -1.945 0.153
H 4.661 1.221 0.856
H -2.569 4.737 0.204
H -2.684 -6.724 0.903
H -1.398 5.786 -0.539
H -3.047 0.223 -1.158
H 2.502 -0.901 -3.526
H -6.117 -5.941 -2.958
H 3.235 5.524 -2.114
H -6.612 -4.274 -2.587
H 1.083 -1.464 -2.568
H -0.450 -6.466 1.831
H 2.881 2.591 1.926
H 2.203 2.239 4.787
H -1.485 -1.060 1.124
H -1.772 4.255 -1.286
H -3.398 -6.947 2.517
H -1.640 1.438 0.617
H 5.902 0.800 -0.305
H 3.481 6.333 1.145
H 4.908 4.900 -0.454
```

DFT total energy ... -3684.66297 Ha
Total charge ... -1
Gap between HOMO and LUMO ... 6.1 eV

5.
The following is a quantum chemistry calculation of a single C22H18F3N3O4S molecule in a non-equilibrium geometry, from the OMol25 dataset.

XYZ file:
```
51
Properties=species:S:1:pos:R:3
S -2.197 3.365 -0.244
F -0.160 -4.449 -0.361
F -1.895 -3.967 -1.529
F -0.290 -2.547 -1.350
O 5.371 0.321 -0.156
O -3.725 -0.144 -0.927
O -5.013 3.927 -0.715
O 3.209 -1.148 -1.308
N 0.293 2.421 0.192
N 1.966 3.640 1.048
N -5.729 1.821 -1.119
C 1.743 0.496 -0.647
C -1.266 -3.272 1.820
C -1.664 -2.858 0.556
C -2.919 0.922 -0.651
C -4.778 2.739 -0.822
C 3.806 2.049 0.485
C -2.661 -1.890 0.404
C -1.008 2.109 -0.126
C -1.537 0.868 -0.365
C -3.250 -1.365 1.547
C 0.697 3.575 0.831
C -3.119 -1.418 -0.957
C -3.428 2.203 -0.616
C 1.454 1.693 -0.020
C 4.455 -1.573 -1.814
C -2.852 -1.775 2.806
C 6.423 1.085 0.379
C 4.099 0.834 -0.108
C -1.004 -3.457 -0.655
C -1.858 -2.727 2.945
C 3.062 0.060 -0.694
C 2.487 2.481 0.526
H -0.492 -4.017 1.917
H 4.225 -2.440 -2.433
H 6.294 1.254 1.452
H 5.140 -1.866 -1.016
H -5.495 0.855 -1.262
H -1.542 -3.050 3.925
H -2.298 -1.418 -1.682
H -4.028 -0.624 1.441
H 4.924 -0.802 -2.429
H -6.660 2.148 -1.313
H -0.011 4.329 1.118
H 6.521 2.048 -0.133
H 7.323 0.495 0.212
H -3.900 -2.091 -1.329
H -3.323 -1.350 3.679
H -0.961 -0.034 -0.304
H 4.568 2.671 0.922
H 1.004 -0.126 -1.122
```

DFT total energy ... -2012.18657 Ha
SMILES ... COc1cc2ncn(-c3cc(OCc4ccccc4C(F)(F)F)c(C(N)=O)s3)c2cc1OC
Energy above the lowest of the compared OMol25 structures with the same formula, charge and spin ... 0.0 kJ/mol
Gap between HOMO and LUMO ... 8.1 eV

6.
The following is a quantum chemistry calculation of a single C18H20F2N2O5S molecule in a non-equilibrium geometry, from the OMol25 dataset.

XYZ file:
```
48
Properties=species:S:1:pos:R:3
S 0.920 -0.193 0.678
F 2.089 4.732 -2.910
F 0.353 5.981 -3.159
O -3.080 0.478 -0.647
O 0.970 5.406 -1.072
O 0.548 -0.056 2.059
O 1.296 0.992 -0.023
O -0.258 -0.822 -0.169
N -2.186 0.497 1.431
N -0.191 -3.165 0.098
C -0.235 -3.678 2.421
C -0.330 3.451 -1.827
C 0.403 -3.408 -1.200
C -1.037 3.057 0.837
C -2.324 0.979 0.165
C -1.497 2.178 -0.139
C 0.133 4.305 -0.842
C -2.684 -0.827 1.744
C -1.019 -2.015 0.236
C -1.196 -2.639 2.622
C 2.407 -1.786 -0.934
C 1.924 -3.203 -1.252
C -0.230 4.118 0.486
C 2.267 -1.391 0.530
C 1.375 5.715 -2.302
C 0.218 -3.901 1.173
C -1.618 -1.878 1.601
C -1.148 2.397 -1.465
H 2.013 6.612 -2.249
H 0.140 4.810 1.226
H 2.413 -3.903 -0.571
H 2.038 -2.216 1.196
H 3.133 -0.853 0.902
H -1.621 -2.507 3.605
H -0.074 -2.733 -1.911
H -1.349 0.753 1.939
H 2.243 -3.456 -2.265
H 1.851 -1.057 -1.527
H -3.501 -1.022 1.040
H 0.897 -4.707 0.942
H -1.802 -2.000 -0.541
H 3.456 -1.715 -1.231
H -1.521 1.716 -2.215
H -3.071 -0.829 2.766
H -0.064 3.583 -2.864
H -1.319 2.928 1.871
H 0.086 -4.290 3.245
H 0.185 -4.441 -1.499
```

DFT total energy ... -1781.55223 Ha
SMILES ... O=C(NCC1=CC=CN2CCCCS(=O)(=O)O[C@H]12)c1ccc(OC(F)F)cc1
Gap between HOMO and LUMO ... 8.6 eV